[1]
ORCA calculation (ωB97M-V/def2-TZVPD) on an isolated ion of composition H2NO4S and charge -1 in a non-equilibrium geometry.

XYZ file:
```
8
Properties=species:S:1:pos:R:3:forces:R:3:mulliken_charge:R:1
H -0.6726 -0.0965 -0.4915 -0.96 -0.62 0.71 0.2562
O 1.4783 3.3817 0.0896 0.07 -0.67 -0.39 -0.5976
N -0.0336 0.0823 -1.2282 1.35 -2.26 1.07 -0.4668
O 1.0755 0.5909 -0.5897 -0.07 2.63 1.14 -0.4448
S 0.4539 2.3886 0.3490 0.42 -1.09 0.93 1.1928
O -0.7389 2.4562 -0.4549 -0.65 0.49 -0.19 -0.6349
O 0.2142 2.1989 1.8001 0.40 -0.60 -1.85 -0.5995
H -0.5025 0.7297 -1.7721 -0.56 2.12 -1.43 0.2945
```
Forces are in eV/Å.

Properties
**Net charge**: -1
**SMILES**: NOS(=O)(=O)[O-]
**HOMO (spin up / spin down)**: -4.54 / -4.54 eV
**Calculated total energy**: -20547.1375 eV
**Relative energy (zero: lowest compared OMol25 entry of this formula, charge and spin)**: 65.7 kJ/mol
**Orbital gap (spin up / spin down)**: 8.8 / 8.8 eV

***

[2]
ORCA calculation (ωB97M-V/def2-TZVPD) on C4H14N4 in the gas phase in a non-equilibrium geometry.

XYZ file:
```
22
Properties=species:S:1:pos:R:3:forces:R:3:mulliken_charge:R:1
H 2.0141 2.1381 -1.2435 -0.04 0.00 -0.02 0.2810
N -0.0937 -1.0713 0.2645 -4.15 -1.83 -0.47 -0.0615
H -0.0483 1.8876 0.8923 0.45 -0.53 -0.39 0.1560
H -0.0008 -0.0415 2.0126 -0.05 -0.22 -0.15 0.2004
H -1.7257 -2.3306 -0.2703 -0.03 0.15 0.06 0.2588
H 2.1616 0.4787 0.6206 0.17 -0.08 0.06 0.3103
H 2.2652 -0.8575 -0.5788 -0.08 -0.03 0.10 0.3452
C 2.3945 1.1344 -1.4379 0.30 0.03 0.08 -1.1427
H -1.1376 1.7305 -0.3977 0.21 0.07 0.37 0.2188
C 1.9174 0.1555 -0.3904 -3.11 0.62 -0.44 -0.5025
H -2.9601 0.2520 0.3406 0.12 -0.09 0.08 0.2032
N -1.7161 -1.3132 -0.3053 1.97 -0.52 0.83 -0.4751
H 0.7428 -1.5610 1.9807 -0.12 0.11 -0.07 0.2687
H 3.4860 1.1914 -1.4539 0.00 0.06 -0.04 0.3620
H -0.0764 -0.0210 -1.4959 -0.45 0.22 0.42 0.5225
N -0.3877 1.3123 0.1355 -1.41 0.66 -0.92 -0.4927
N -0.0214 -0.9906 1.6426 -0.15 0.09 -0.14 -0.4764
H -3.7019 -1.3335 0.3674 0.17 -0.15 -0.08 0.3416
C 0.1189 0.1173 -0.4328 6.17 1.19 0.38 -0.1959
H 2.0693 0.8326 -2.4346 -0.01 0.00 -0.02 0.3130
C -2.7631 -0.8025 0.5546 0.06 0.22 0.53 -0.7046
H -2.5369 -0.9077 1.6296 -0.02 0.04 -0.18 0.2701
```
Forces are in eV/Å.

Properties
**SMILES**: CC[C@H](N)N(N)NC
**HOMO**: -8.39 eV
**Calculated total energy**: -10332.0178 eV
**Relative energy (zero: lowest compared OMol25 entry of this formula, charge and spin)**: 365.4 kJ/mol
**Orbital gap**: 9.4 eV

***

[3]
ORCA calculation (ωB97M-V/def2-TZVPD) on C25H34FN5O2S4SiV as an isolated structure.

XYZ file:
```
73
Properties=species:S:1:pos:R:3:forces:R:3:mulliken_charge:R:1
V 0.1276 -0.0562 -0.3115 0.01 -0.19 -0.17 0.6421
N 0.1887 -2.0136 0.4921 0.07 0.17 0.06 0.7849
H 2.7905 -1.1224 -3.6992 0.00 0.01 0.00 0.3766
H -2.9716 -2.4470 -2.9710 -0.01 0.02 0.00 0.5888
N 1.2755 0.7832 1.3480 -0.02 0.01 -0.24 0.4654
C 1.8686 -3.6094 1.3947 0.04 0.00 -0.01 -0.7075
H 1.6491 -3.0186 -4.8128 0.00 0.00 0.00 0.4999
H 3.4277 -4.8989 2.0608 0.00 0.00 0.00 0.4116
H -3.0552 -2.2613 -0.0857 0.00 0.01 -0.01 0.2648
O -0.2686 2.2469 -0.9208 0.04 -0.19 -0.03 -0.7478
H 1.5915 2.9919 4.3757 0.00 0.00 0.00 0.4434
C 4.1818 -3.4234 0.7028 0.01 -0.01 0.00 -0.6833
C -1.2003 6.4888 1.8681 0.00 0.01 -0.01 1.0871
C 1.8447 -0.9752 -4.2245 -0.01 -0.04 0.02 -0.8294
C -0.3610 6.1511 0.8048 0.00 0.02 0.01 -0.7725
H 1.1297 -4.1276 1.9906 0.00 0.01 -0.01 0.2668
H 0.1222 -2.1740 -4.7851 0.00 -0.01 -0.01 0.4186
H 5.2045 -3.7716 0.7367 0.00 0.00 0.00 0.3915
C -1.2616 3.9323 0.7826 -0.01 -0.03 0.01 -0.7096
C -1.9394 -2.0974 -3.0295 0.02 -0.04 0.01 -1.3269
C -0.3900 4.8780 0.2656 0.03 -0.04 0.01 -0.2195
H 4.5584 -1.7960 -0.6832 0.01 0.00 0.00 0.4741
H -2.6053 0.6705 -3.9529 0.00 -0.01 0.01 0.5714
F 2.2145 -0.8204 -0.8824 0.07 0.03 0.01 -0.2406
C -2.1004 4.2524 1.8443 -0.01 -0.01 -0.01 -0.5174
N -1.2103 7.7787 2.3764 0.02 -0.02 0.01 -0.5545
C -1.6974 0.6869 -3.3473 0.01 0.00 0.02 -0.8656
H -2.7315 -0.7911 0.8464 0.02 0.01 0.01 0.1863
S -1.8469 -0.5664 -2.0553 -0.01 0.12 0.10 0.3390
C 1.5260 2.3519 3.5020 0.03 0.01 0.03 -0.4149
C -1.3216 -4.5037 1.3088 -0.01 -0.01 -0.03 -1.4809
H -1.7318 -2.5583 3.8642 0.01 0.00 0.01 0.3943
H -2.7644 3.5004 2.2507 0.00 0.00 -0.01 0.4444
H 3.6131 1.7942 3.5023 0.00 0.00 0.00 0.4054
H -2.3839 -4.7562 1.2575 0.00 0.00 0.01 0.4799
C -2.0710 5.5207 2.3817 0.00 -0.01 0.01 -0.8950
C -0.8965 -2.1818 3.2672 0.00 -0.02 -0.01 -1.2407
H -1.2294 -3.4724 -1.5318 0.00 -0.02 -0.03 -0.5020
H 3.2754 0.3157 1.4718 0.01 0.01 -0.01 0.3825
Si -1.1146 -2.6279 1.4531 0.00 0.09 0.07 0.5431
C 2.6501 1.6926 3.0254 0.01 -0.01 0.01 -0.8644
H -0.8437 -4.8931 0.4058 0.01 0.00 0.01 0.3424
C -1.0341 -3.2332 -2.5795 -0.03 0.04 0.01 -0.1694
H 2.0887 -0.6814 -5.2476 0.00 0.02 0.00 0.5497
H -1.6962 1.6180 -2.7854 0.00 0.04 0.00 0.2529
O -2.6631 2.0473 -0.3712 -0.02 0.10 0.03 -0.7819
H 0.2626 4.6085 -0.5536 -0.01 0.00 0.00 0.4680
H -1.2758 -4.1191 -3.1704 0.01 0.00 0.00 0.6815
H -1.5668 7.8816 3.3118 -0.01 0.00 0.00 0.2255
H -3.5026 -2.1825 1.6107 0.00 0.01 -0.01 0.4251
C 2.5246 -1.9240 -0.0972 0.01 -0.04 0.03 0.0142
C -0.4747 0.6042 -4.2563 0.01 0.00 0.01 -0.8946
H -0.5627 -0.2324 -4.9485 0.01 0.00 0.00 0.3857
S 0.7430 -2.9334 -2.5908 0.04 0.03 -0.04 0.1187
C 3.1828 -4.0484 1.4362 -0.01 0.00 0.01 -1.0084
C 1.0637 -2.2888 -4.2506 0.00 -0.01 -0.02 -0.9518
C -2.7369 -1.8810 0.8883 -0.01 -0.05 0.03 -1.0582
N -0.9514 1.2431 1.2063 -0.21 -0.04 0.16 -0.1477
C 1.4594 -2.5111 0.6050 -0.07 0.06 0.10 0.7874
S 1.0936 0.4313 -3.3621 -0.05 0.04 -0.08 0.0143
H -0.9011 -5.0442 2.1597 0.00 0.01 -0.01 0.4091
H -0.8660 -1.0952 3.3855 -0.01 0.00 -0.01 0.2632
S -1.3345 2.3170 0.1045 0.01 -0.01 -0.15 1.7021
H -0.3837 8.3271 2.2064 0.00 0.00 0.00 0.2257
C 2.4717 0.8914 1.9154 -0.07 -0.08 0.06 -0.1529
N 0.3240 2.2484 2.9472 -0.06 -0.05 -0.08 -0.4430
H 0.3142 6.8947 0.3981 0.00 0.00 0.00 0.2943
H -2.7248 5.7735 3.2078 0.00 0.00 0.00 0.2762
H -0.4418 1.5109 -4.8616 0.01 0.00 -0.01 0.5714
C 0.2446 1.4658 1.8741 0.11 0.01 0.16 -0.0403
H 0.0256 -2.5922 3.6855 0.01 0.01 -0.02 0.3335
H -1.7584 -1.8375 -4.0717 0.01 0.00 0.00 0.6452
C 3.8329 -2.3309 -0.0828 -0.01 0.02 -0.01 -0.6272
```
Forces are in eV/Å.

Properties
**HOMO (spin up / spin down)**: -6.57 / -7.02 eV
**Calculated total energy**: -117649.2834 eV
**2S+1**: 4
**Relative energy (zero: lowest compared OMol25 entry of this formula, charge and spin)**: 0.0 kJ/mol
**Orbital gap (spin up / spin down)**: 7.0 / 7.5 eV

***

[4]
ORCA calculation (ωB97M-V/def2-TZVPD) on C46H48AsMgN3O as an isolated structure in a non-equilibrium geometry.

XYZ file:
```
100
Properties=species:S:1:pos:R:3:forces:R:3:mulliken_charge:R:1
H 1.5448 -3.8424 -2.6660 -0.56 1.34 -0.43 0.3406
H -3.5070 -4.5002 4.9120 0.33 0.14 -0.09 0.3647
H 5.0366 1.6283 -2.1384 -0.02 -0.07 -0.14 0.2496
H 0.0678 4.5103 -0.4843 -0.14 -0.13 -0.03 0.3012
C 1.0798 2.6194 -0.7465 1.05 -0.56 -0.27 0.1136
C -1.0037 2.4194 6.0975 -0.15 -0.28 -0.20 -0.6540
N 0.7252 -1.9002 -1.8996 1.21 -4.12 0.66 0.0047
C 1.7713 3.0851 -3.2029 -0.21 -0.11 -0.66 -1.2765
C 1.6979 1.9391 0.3544 -0.03 -0.49 -0.97 1.0359
H -0.7278 -6.6291 2.1174 0.73 1.31 -0.29 0.3100
H 3.0492 -0.1252 -6.4781 -0.28 0.00 0.38 0.3771
H -6.5845 1.6705 0.9639 0.31 -0.11 0.02 0.3237
C 0.6433 0.6607 4.6483 0.00 0.26 0.43 -0.2778
H 2.8273 -2.4523 0.3826 -1.91 0.80 1.68 -0.1507
H -1.3248 -5.4562 5.6880 -0.06 0.39 -0.20 0.3310
H -0.7791 3.3513 -1.5414 0.09 0.09 0.26 0.3131
C -0.1520 3.4380 -0.6385 -0.46 0.36 0.04 -1.4151
C -0.2450 -3.4034 0.8441 1.10 -1.06 0.26 -0.2226
C -1.6763 0.8234 -3.0663 -0.96 1.03 0.94 -1.9884
C -1.0334 2.0963 -5.1800 0.68 -0.21 -0.12 -1.1362
H 2.2442 -1.5742 -5.8836 0.17 0.55 0.12 0.4131
C 2.4115 -0.5101 -5.6570 0.61 -0.25 -0.60 -1.5558
H 1.6461 1.5607 -7.2828 -0.24 0.14 0.43 0.2364
H 0.8520 3.6863 -3.2572 0.20 -0.13 -0.08 0.3769
H 3.2838 -0.4111 0.9991 0.59 0.40 0.17 0.0654
N 1.8313 -4.2420 2.0653 -2.64 0.58 -0.18 -0.5742
C 1.8276 -2.0660 0.9471 0.70 -0.48 -1.55 -0.9511
C -4.6208 2.2194 1.7029 0.81 -0.57 0.45 -0.8938
C 1.1240 -5.3344 2.3312 -1.71 -1.15 -0.13 -0.3786
H 2.6259 3.7508 -3.4305 -0.24 -0.13 0.09 0.3203
C 1.0872 -2.8440 -2.9150 0.84 -0.48 1.21 -1.1601
H -1.6460 3.1218 6.6326 0.23 -0.21 -0.03 0.3746
H -4.8174 3.2899 1.6778 0.06 -0.15 -0.07 0.3877
H -2.3363 -0.0553 -3.1345 0.34 0.09 0.07 0.3957
H 3.8810 1.2406 -3.4276 0.08 -0.06 0.07 0.4715
H -0.8939 2.8983 -8.1162 -0.06 0.16 -0.10 0.3032
C 0.1202 -0.9466 -2.4543 -0.56 3.57 0.78 -1.0032
C -5.3174 -0.0632 1.2463 0.68 -0.65 0.23 -0.8014
Mg 0.5561 -0.2512 0.0358 1.15 -0.49 -0.13 1.7174
C 1.1433 0.3031 -5.6002 -1.00 0.42 -0.14 0.7930
C -0.1741 -2.6829 4.0528 0.42 -0.06 0.52 0.1938
H -3.5423 -2.3370 3.6626 0.15 -0.12 0.20 0.3871
H -3.8232 -1.6032 1.6179 -0.20 0.34 -0.04 0.4419
C -0.1341 2.2590 -6.2455 -0.15 -0.53 0.02 1.3005
H 4.2865 0.0278 -2.1815 0.02 0.16 -0.22 0.3027
C 0.8067 -2.2845 -4.0958 -0.84 -0.09 -1.25 -0.5863
C 3.7881 0.5373 0.7272 0.38 -0.71 0.38 -1.2558
H 1.2801 -0.0226 4.0789 -0.22 0.38 0.08 0.2559
C 1.1794 1.4279 5.6943 -0.40 -0.23 -0.06 -0.7205
H -6.0661 -0.7761 0.8866 0.26 0.26 -0.03 0.3514
H -2.6178 2.4549 2.5186 -0.29 -0.24 -0.24 0.4202
C -1.5536 1.6392 5.0730 0.69 0.19 0.36 -0.5217
C -5.6035 1.3064 1.2790 -0.34 0.38 0.02 -0.5220
C 2.8839 1.3135 -0.1343 -0.99 0.41 -0.75 0.1568
C 1.0795 -3.2112 1.4030 1.87 -0.94 -1.75 1.0080
C -0.3587 3.3129 -7.2579 -0.07 0.36 -0.33 -1.6785
H 4.7230 0.2996 0.2126 0.06 -0.04 0.07 0.4148
C -3.1692 0.3670 2.2587 0.93 -1.00 0.53 -0.0936
C -3.3873 1.7501 2.1822 -1.03 1.02 -0.07 -0.2764
C 0.9479 1.3988 -6.4491 -0.13 -0.26 0.50 -1.0003
H -1.0335 0.6785 -2.1512 -0.78 0.22 -1.46 0.2408
C -1.3914 -2.1207 3.6796 -1.04 0.06 -0.43 0.8801
As -1.5317 -0.2991 2.9849 0.25 0.37 -1.33 0.4961
C -0.2187 -5.6564 1.8512 0.66 1.22 0.23 -0.4599
C 4.0969 1.0971 -2.3626 0.47 -0.28 -0.34 -1.8613
C -2.5984 -2.7779 3.9785 0.55 -0.42 0.31 -0.7968
H 0.4564 2.2659 2.0903 0.16 0.01 0.07 -0.1175
C 0.3495 2.2829 6.4306 0.13 0.00 -0.14 -0.5248
H 1.9778 3.1988 2.0423 -0.11 -0.06 0.11 0.2700
H 1.7326 2.3274 -4.0021 -0.05 0.37 -0.01 -0.1261
H -0.5468 -2.7590 -0.0228 -0.02 -0.36 1.39 -0.0750
H -0.9450 4.1211 -6.8316 -0.05 0.27 -0.13 0.3832
C -2.5661 -3.9864 4.6883 -0.37 0.35 -0.30 -0.6882
C -1.3536 -4.5168 5.1233 0.45 0.08 0.16 -0.6353
C -0.7215 0.7734 4.3541 -0.15 0.37 0.07 0.7134
C -4.0785 -0.5416 1.6885 -1.26 0.14 -0.20 -0.4013
H -2.3161 1.6933 -2.8642 -0.08 0.03 -0.41 0.3274
H 2.2441 1.3472 5.9283 -0.35 0.02 -0.01 0.3670
H -2.6166 1.6855 4.8350 0.24 0.03 0.06 0.4016
C -0.8648 1.0294 -4.3002 -0.07 0.10 -0.98 1.3218
H 1.5480 -6.1035 3.0272 0.14 0.63 -0.79 0.3451
O -0.5545 0.0210 1.6161 -0.03 -0.62 0.44 0.1285
H 0.7596 2.8434 7.2754 -0.09 -0.08 -0.34 0.3330
C -0.1566 -3.8548 4.8259 -0.43 0.20 -0.24 -1.0999
C 1.5095 2.2290 1.7936 -0.12 0.31 0.57 -0.6068
H 0.7714 -2.2205 3.7461 -0.44 -0.18 0.19 0.3243
H -0.7511 3.0989 0.2230 0.06 0.14 -0.28 -0.0346
H -1.9082 -4.7503 0.7145 0.91 -0.29 0.08 0.3047
H 2.0111 1.4699 2.4061 -0.26 0.14 -0.04 0.0486
C 2.9866 1.5718 -1.5139 -0.79 0.69 0.99 0.6416
C -0.8633 -4.6347 1.0832 -0.24 -0.28 0.49 -0.3186
N 0.1150 -1.0647 -3.8510 1.41 -1.39 0.34 0.4569
C 1.9043 2.4270 -1.8820 0.15 -0.30 1.07 1.1718
H 3.0180 -0.4589 -4.7285 -0.59 0.00 -0.37 0.1283
H -1.8739 2.7836 -5.0500 0.37 -0.03 0.05 0.2696
H 4.0299 1.0817 1.6511 0.10 -0.11 -0.09 0.2968
H 0.9224 -2.6860 -5.1031 -0.20 0.12 0.52 0.7051
C 0.1007 0.0866 -4.6744 0.85 -0.77 1.30 0.3407
H 0.7951 -4.2524 5.1770 -0.20 0.03 -0.21 0.4072
H 0.6037 3.6875 -7.6053 -0.07 0.24 -0.13 0.3837
```
Forces are in eV/Å.

Properties
**Net charge**: -2
**HOMO (spin up / spin down)**: -0.88 / 0.91 eV
**Calculated total energy**: -121276.2726 eV
**Relative energy (zero: lowest compared OMol25 entry of this formula, charge and spin)**: 0.0 kJ/mol
**Orbital gap (spin up / spin down)**: 5.3 / 3.5 eV

***

Q: calculated total energy of number 3 (C25H34FN5O2S4SiV)?
A: -117649.2834 eV

***

Please write out number 1 again, unchanged.
ORCA calculation (ωB97M-V/def2-TZVPD) on an isolated ion of composition H2NO4S and charge -1 in a non-equilibrium geometry.

XYZ file:
```
8
Properties=species:S:1:pos:R:3:forces:R:3:mulliken_charge:R:1
H -0.6726 -0.0965 -0.4915 -0.96 -0.62 0.71 0.2562
O 1.4783 3.3817 0.0896 0.07 -0.67 -0.39 -0.5976
N -0.0336 0.0823 -1.2282 1.35 -2.26 1.07 -0.4668
O 1.0755 0.5909 -0.5897 -0.07 2.63 1.14 -0.4448
S 0.4539 2.3886 0.3490 0.42 -1.09 0.93 1.1928
O -0.7389 2.4562 -0.4549 -0.65 0.49 -0.19 -0.6349
O 0.2142 2.1989 1.8001 0.40 -0.60 -1.85 -0.5995
H -0.5025 0.7297 -1.7721 -0.56 2.12 -1.43 0.2945
```
Forces are in eV/Å.

Properties
**Net charge**: -1
**SMILES**: NOS(=O)(=O)[O-]
**HOMO (spin up / spin down)**: -4.54 / -4.54 eV
**Calculated total energy**: -20547.1375 eV
**Relative energy (zero: lowest compared OMol25 entry of this formula, charge and spin)**: 65.7 kJ/mol
**Orbital gap (spin up / spin down)**: 8.8 / 8.8 eV

***

Q: Look up the relative energy (zero: lowest compared OMol25 entry of this formula, charge and spin) of the third one.
A: 0.0 kJ/mol